Entry 1:
{
  "formula": "C29H33N2",
  "method": "ωB97M-V/def2-TZVPD",
  "mol_weight_g_mol": 409.60,
  "smiles": "CC(C)=[N+](c1ccccc1)[C@H](c1ccc(C)cc1)c1c(C(C)(C)C)[nH]c2ccccc12",
  "orbital_gap_ev": 7.414,
  "total_charge": 1,
  "relative_energy_kcal_mol": 0.00,
  "species": ["C", "C", "C", "N", "C", "C", "C", "C", "C", "C", "C", "C", "C", "C", "C", "C", "C", "C", "C", "C", "C", "C", "C", "C", "N", "C", "C", "C", "C", "C", "C", "H", "H", "H", "H", "H", "H", "H", "H", "H", "H", "H", "H", "H", "H", "H", "H", "H", "H", "H", "H", "H", "H", "H", "H", "H", "H", "H", "H", "H", "H", "H", "H", "H"],
  "xyz": [[-1.677, -1.068, 3.024], [-2.000, 0.192, 2.221], [-3.094, 1.057, 2.826], [-1.337, 0.416, 1.111], [-2.039, 1.156, 0.094], [-2.116, 0.671, -1.223], [-2.730, 1.394, -2.256], [-3.492, 2.543, -1.946], [-3.480, 3.027, -0.610], [-2.682, 2.390, 0.358], [0.150, -0.413, 0.625], [1.264, 0.338, 1.298], [2.596, 0.339, 0.810], [3.598, 1.064, 1.482], [3.334, 1.798, 2.625], [4.415, 2.609, 3.239], [2.037, 1.724, 3.144], [1.006, 1.041, 2.481], [0.483, -0.647, -0.784], [0.191, -1.806, -1.528], [-0.348, -3.141, -1.021], [0.726, -3.785, -0.135], [-0.615, -4.073, -2.207], [-1.646, -2.930, -0.242], [0.630, -1.652, -2.810], [1.113, -0.363, -3.002], [1.648, 0.178, -4.180], [2.136, 1.482, -4.097], [2.104, 2.173, -2.865], [1.577, 1.598, -1.690], [1.045, 0.300, -1.762], [-2.098, -0.952, 4.033], [-2.202, -1.919, 2.582], [-0.619, -1.326, 3.153], [-3.478, 0.581, 3.737], [-2.673, 2.058, 3.089], [-3.908, 1.132, 2.095], [-1.701, -0.306, -1.439], [-2.677, 1.031, -3.292], [-4.049, 3.071, -2.720], [-4.113, 3.887, -0.345], [-2.627, 2.850, 1.341], [-0.063, -1.418, 1.149], [2.915, -0.242, -0.059], [4.612, 1.081, 1.060], [4.089, 3.045, 4.171], [5.269, 1.973, 3.451], [4.767, 3.422, 2.594], [1.843, 2.289, 4.056], [-0.019, 1.084, 2.901], [0.937, -3.171, 0.744], [0.398, -4.781, 0.193], [1.665, -3.877, -0.697], [-1.365, -3.657, -2.894], [0.301, -4.319, -2.766], [-1.020, -5.023, -1.830], [-2.377, -2.369, -0.834], [-2.065, -3.906, 0.023], [-1.484, -2.384, 0.698], [0.577, -2.342, -3.562], [1.760, -0.435, -5.071], [2.613, 1.943, -4.959], [2.494, 3.202, -2.816], [1.499, 2.167, -0.768]]
}

---

Entry 2:
{
  "formula": "C29H33N6O3PS2W",
  "method": "ωB97M-V/def2-TZVPD",
  "mol_weight_g_mol": 792.57,
  "orbital_gap_ev": [6.514, 6.616],
  "relative_energy_kcal_mol": 31.61,
  "species": ["W", "S", "C", "C", "C", "C", "C", "C", "S", "H", "H", "H", "H", "N", "C", "C", "C", "N", "C", "N", "O", "C", "O", "C", "C", "C", "C", "C", "C", "H", "H", "H", "H", "H", "O", "P", "N", "C", "C", "C", "C", "N", "C", "C", "C", "C", "N", "C", "C", "C", "C", "H", "H", "H", "H", "H", "H", "H", "H", "H", "H", "H", "H", "H", "H", "H", "H", "H", "H", "H", "H", "H", "H", "H", "H"],
  "xyz": [[-0.506, 0.815, -1.703], [1.803, 1.365, -1.984], [0.428, 3.803, -1.814], [1.267, 4.843, -2.170], [1.092, 6.076, -1.563], [0.083, 6.249, -0.621], [-0.744, 5.195, -0.265], [-0.565, 3.949, -0.857], [-1.475, 2.516, -0.362], [2.027, 4.688, -2.924], [1.732, 6.905, -1.834], [-0.057, 7.215, -0.155], [-1.517, 5.327, 0.481], [0.527, 2.498, -2.415], [-0.399, 1.971, -3.381], [-0.781, 2.640, -4.491], [-0.133, 3.831, -4.950], [0.404, 4.786, -5.301], [-1.869, 2.110, -5.259], [-2.747, 1.663, -5.852], [-1.244, -3.137, -2.565], [-1.430, -1.979, -2.284], [-0.548, -1.018, -2.511], [-2.676, -1.515, -1.587], [-3.014, -0.170, -1.600], [-4.100, 0.304, -0.879], [-4.856, -0.590, -0.137], [-4.533, -1.944, -0.134], [-3.448, -2.410, -0.861], [-2.544, 0.510, -2.337], [-4.350, 1.356, -0.909], [-5.707, -0.236, 0.430], [-5.132, -2.638, 0.442], [-3.178, -3.458, -0.872], [-0.402, -0.307, 0.118], [0.670, -0.969, 0.955], [1.938, 0.026, 1.195], [1.690, 1.433, 1.574], [3.060, 1.930, 2.020], [3.711, 0.680, 2.606], [3.286, -0.398, 1.616], [-0.088, -1.369, 2.349], [0.626, -1.965, 3.484], [-0.492, -2.335, 4.464], [-1.696, -2.574, 3.553], [-1.549, -1.476, 2.505], [1.334, -2.345, 0.366], [2.299, -2.313, -0.762], [1.977, -3.560, -1.582], [1.359, -4.511, -0.560], [0.526, -3.582, 0.315], [0.961, 1.485, 2.391], [1.296, 1.999, 0.732], [2.990, 2.759, 2.722], [3.625, 2.269, 1.148], [3.296, 0.465, 3.594], [4.793, 0.757, 2.698], [3.268, -1.402, 2.041], [3.964, -0.409, 0.757], [1.335, -1.256, 3.920], [1.190, -2.851, 3.173], [-0.693, -1.494, 5.131], [-0.232, -3.196, 5.077], [-2.648, -2.525, 4.079], [-1.619, -3.554, 3.076], [-1.967, -0.531, 2.863], [-2.029, -1.713, 1.558], [3.319, -2.337, -0.374], [2.180, -1.405, -1.356], [2.864, -3.971, -2.061], [1.244, -3.318, -2.351], [2.137, -4.988, 0.041], [0.749, -5.287, -1.019], [0.365, -3.977, 1.317], [-0.449, -3.405, -0.154]]
}

---

Entry 3:
{
  "formula": "C29H34F6N4OReTe",
  "method": "ωB97M-V/def2-TZVPD",
  "mol_weight_g_mol": 882.41,
  "multiplicity": 2,
  "orbital_gap_ev": [5.831, 6.801],
  "species": ["Re", "C", "C", "C", "C", "C", "C", "C", "C", "C", "C", "C", "C", "N", "C", "C", "C", "C", "C", "C", "F", "H", "H", "H", "H", "H", "H", "H", "H", "H", "H", "H", "H", "H", "H", "H", "H", "H", "H", "H", "H", "H", "F", "C", "C", "F", "C", "F", "C", "O", "C", "F", "C", "F", "Te", "C", "N", "C", "C", "N", "N", "C", "C", "H", "H", "H", "H", "H", "H", "H", "H", "H", "H", "H", "H", "H"],
  "xyz": [[-0.417, -0.851, 0.100], [-0.038, 3.743, -1.408], [-1.004, 3.177, -0.367], [-2.163, 4.159, -0.152], [-0.319, 2.861, 0.955], [0.500, 3.835, 1.512], [1.146, 3.623, 2.716], [0.948, 2.437, 3.391], [0.119, 1.424, 2.902], [0.001, 0.212, 3.834], [1.031, -0.883, 3.536], [-1.394, -0.380, 4.026], [-0.499, 1.642, 1.652], [-1.315, 0.625, 1.010], [-2.701, 0.905, 0.975], [-3.338, 1.610, 1.998], [-4.703, 1.847, 1.976], [-5.476, 1.403, 0.913], [-4.866, 0.738, -0.138], [-3.509, 0.508, -0.088], [-2.934, -0.058, -1.169], [-0.576, 3.951, -2.337], [0.755, 3.036, -1.628], [0.412, 4.683, -1.077], [-1.405, 2.254, -0.776], [-1.786, 5.120, 0.212], [-2.886, 3.784, 0.573], [-2.687, 4.339, -1.094], [0.640, 4.774, 0.988], [1.796, 4.385, 3.130], [1.438, 2.281, 4.347], [0.281, 0.620, 4.808], [0.784, -1.422, 2.624], [1.043, -1.604, 4.359], [2.034, -0.465, 3.429], [-1.809, -0.789, 3.109], [-2.091, 0.359, 4.428], [-1.334, -1.197, 4.750], [-2.737, 1.983, 2.817], [-5.162, 2.388, 2.795], [-6.543, 1.586, 0.890], [-5.421, 0.402, -1.005], [5.938, 1.028, -2.069], [4.636, 0.887, -1.827], [4.195, 0.430, -0.601], [5.072, 0.118, 0.349], [2.842, 0.293, -0.365], [2.448, -0.178, 0.832], [1.865, 0.602, -1.312], [0.567, 0.503, -1.089], [2.352, 1.040, -2.548], [1.490, 1.303, -3.532], [3.702, 1.188, -2.800], [4.110, 1.610, -3.993], [-1.751, -2.798, 0.948], [-0.605, -4.424, -3.235], [-0.029, -3.190, -2.717], [-0.652, -1.959, -3.193], [0.857, -3.192, -1.704], [0.963, -2.183, -0.870], [1.624, -4.321, -1.559], [2.345, -4.855, -2.708], [2.262, -4.573, -0.278], [-1.685, -4.297, -3.307], [-0.398, -5.248, -2.560], [-0.223, -4.667, -4.230], [-0.822, -2.061, -4.267], [-0.001, -1.110, -3.016], [-1.607, -1.780, -2.696], [1.800, -2.269, -0.312], [1.941, -4.453, -3.632], [2.275, -5.944, -2.737], [3.402, -4.577, -2.651], [3.227, -4.058, -0.184], [2.443, -5.643, -0.184], [1.603, -4.266, 0.532]]
}